Formula: C5H9NO
Source: OMol25
Level of theory: ωB97M-V/def2-TZVPD

max |F|: 2.25 eV/A
frontier orbital gap: 0.372 Ha
charge: 0
ΔE to the lowest compared entry with this formula, charge and spin: 5.581 eV
lowest unoccupied orbital energy: 0.035 Ha

Geometry as XYZ:
```
16
Properties=species:S:1:pos:R:3:forces:R:3:lowdin_charge:R:1
C 0.72577 -2.38932 0.64956 -1.5 0.1 0.4 -0.0623
C -1.77406 -0.26592 0.81922 -0.1 0.3 0.4 0.0782
N -1.53409 0.98587 1.03953 0.1 -0.2 0.1 0.0335
C -1.34128 0.68374 -0.32394 -0.2 0.1 -0.5 -0.2772
C 0.05416 0.63639 -0.85163 -0.1 -0.3 -0.1 -0.2876
C 0.85682 1.85056 -0.93807 0.1 0.3 -0.2 -0.1114
O 1.08072 0.90440 0.09358 0.1 -0.2 0.2 -0.0523
H 0.80573 -2.78835 -0.36890 -0.1 0.1 0.2 0.0153
H 1.01230 -3.17396 1.35272 0.1 0.0 -0.1 0.0078
H 1.41099 -1.53869 0.75624 -0.4 -0.1 0.0 0.0094
H -0.38219 -2.11369 0.89303 2.1 -0.3 -0.6 0.0121
H -1.16190 1.62140 1.72458 -0.2 0.0 0.3 0.1451
H -2.09781 1.04481 -1.01417 0.0 0.0 0.0 0.1212
H 0.26610 -0.17540 -1.54366 0.1 0.0 0.0 0.1424
H 1.64399 1.92256 -1.68023 0.0 0.0 0.0 0.1107
H 0.43473 2.79558 -0.60786 0.0 0.0 0.0 0.1151
```
Forces are in eV/Å.


Formula: C5H9NO
Source: OMol25
Level of theory: ωB97M-V/def2-TZVPD

max |F|: 0.84 eV/A
frontier orbital gap: 0.332 Ha
charge: 0
ΔE to the lowest compared entry with this formula, charge and spin: 2.050 eV
SMILES string: CC1=C[C@@](C)(N)O1
lowest unoccupied orbital energy: 0.039 Ha

Geometry as XYZ:
```
16
Properties=species:S:1:pos:R:3:forces:R:3:lowdin_charge:R:1
C -2.61380 0.03240 0.13105 0.0 -0.1 0.1 -0.0158
C -1.13167 0.11757 0.04318 0.5 0.0 -0.7 -0.4275
C -0.24579 0.19303 -0.97212 -0.4 0.0 0.3 -0.0065
C 0.93805 0.15064 -0.06013 -0.7 -0.2 0.4 -0.4447
C 1.66095 -1.15526 0.15863 -0.2 0.2 0.1 -0.0188
N 1.75266 1.24882 -0.02986 -0.1 0.2 0.3 0.1371
O -0.35324 0.11441 1.13592 0.8 0.0 -0.3 -0.0322
H -3.04342 1.02422 0.27723 0.0 0.0 0.0 0.0825
H -3.04286 -0.40352 -0.77122 0.1 0.1 0.0 0.0809
H -2.89742 -0.58510 0.98366 0.0 0.0 0.0 0.0828
H -0.29582 0.28423 -2.04009 0.0 -0.1 -0.1 0.0921
H 0.94014 -1.96368 0.23214 0.0 0.0 0.0 0.0881
H 2.25320 -1.12327 1.07324 0.0 0.0 0.0 0.0833
H 2.32460 -1.33271 -0.68931 0.0 0.0 0.0 0.0896
H 1.28412 2.13507 -0.15429 0.0 -0.1 0.0 0.1075
H 2.47030 1.26316 0.68198 -0.1 0.0 -0.1 0.1018
```
Forces are in eV/Å.


Formula: C5H9NO
Source: OMol25
Level of theory: ωB97M-V/def2-TZVPD

max |F|: 0.40 eV/A
frontier orbital gap: 0.380 Ha
charge: 0
ΔE to the lowest compared entry with this formula, charge and spin: 2.759 eV
SMILES string: C[C@@]1(O)CN2C[C@H]21
lowest unoccupied orbital energy: 0.038 Ha

Geometry as XYZ:
```
16
Properties=species:S:1:pos:R:3:forces:R:3:lowdin_charge:R:1
C -0.95717 -0.75361 -1.30855 0.0 0.0 0.0 -0.0076
C -0.37014 -0.55399 0.06929 0.1 0.2 -0.3 -0.5306
O -0.91894 -1.56095 0.89435 0.1 -0.1 0.2 -0.0052
C 1.16680 -0.46503 0.18126 0.2 -0.3 -0.1 -0.1059
N 1.09478 0.73912 1.06655 0.2 0.0 0.1 -0.0132
C 0.54370 1.78832 0.20995 0.0 0.2 -0.2 -0.1188
C -0.38220 0.80138 0.78714 -0.4 0.1 0.1 -0.1739
H -2.03575 -0.91797 -1.25885 0.1 0.1 0.0 0.0866
H -0.50727 -1.65201 -1.74323 -0.1 0.1 0.0 0.0902
H -0.73950 0.09970 -1.95690 0.0 -0.1 0.1 0.0824
H -0.47076 -1.52187 1.75020 -0.1 0.0 -0.1 0.1026
H 1.71992 -0.27815 -0.74721 -0.1 0.0 0.1 0.1185
H 1.60138 -1.33462 0.67990 0.0 0.1 0.1 0.1187
H 0.77136 1.77412 -0.85672 0.0 -0.1 0.2 0.1094
H 0.57827 2.77552 0.66443 -0.1 -0.2 -0.1 0.1078
H -1.09448 1.06003 1.56837 0.1 -0.1 -0.1 0.1391
```
Forces are in eV/Å.


Formula: C5H9NO
Source: OMol25
Level of theory: ωB97M-V/def2-TZVPD

max |F|: 0.63 eV/A
frontier orbital gap: 0.358 Ha
charge: 0
ΔE to the lowest compared entry with this formula, charge and spin: 1.419 eV
SMILES string: C1O[C@@H]2CN[C@H]1C2
lowest unoccupied orbital energy: 0.038 Ha

Geometry as XYZ:
```
16
Properties=species:S:1:pos:R:3:forces:R:3:lowdin_charge:R:1
C 0.05553 -0.95897 -1.14455 0.2 0.1 -0.2 -0.1548
O -1.10620 -0.91254 -0.30902 -0.1 -0.1 0.2 -0.1090
C -0.73639 -0.14405 0.84365 -0.2 0.0 0.3 -0.3113
C -0.61904 1.31913 0.40520 -0.6 0.1 0.1 -0.1534
N 0.63683 1.30042 -0.37756 0.1 0.0 0.1 -0.0162
C 1.07656 -0.10902 -0.37524 -0.2 -0.1 -0.1 -0.2992
C 0.72709 -0.51899 1.06409 0.1 -0.1 -0.1 -0.0776
H -0.19026 -0.51587 -2.11521 0.1 0.0 0.0 0.1192
H 0.36816 -1.99939 -1.29961 0.0 0.1 0.1 0.1201
H -1.43908 -0.38231 1.64935 0.1 0.2 -0.2 0.1517
H -1.50075 1.60912 -0.19906 0.4 -0.2 0.3 0.1242
H -0.55713 2.00615 1.26378 0.1 -0.2 -0.2 0.1108
H 0.49159 1.65716 -1.31258 0.0 -0.1 0.0 0.1016
H 2.10727 -0.21681 -0.70555 0.0 0.0 0.1 0.1402
H 0.85565 -1.59355 1.26643 0.0 0.4 -0.1 0.1283
H 1.23392 0.10435 1.80867 -0.1 -0.2 -0.1 0.1253
```
Forces are in eV/Å.


Formula: C5H9NO
Source: OMol25
Level of theory: ωB97M-V/def2-TZVPD

max |F|: 3.59 eV/A
frontier orbital gap: 0.334 Ha
charge: 0
ΔE to the lowest compared entry with this formula, charge and spin: 1.638 eV
SMILES string: Cc1cc[nH]c1.O
lowest unoccupied orbital energy: 0.038 Ha

Geometry as XYZ:
```
16
Properties=species:S:1:pos:R:3:forces:R:3:lowdin_charge:R:1
C -2.89641 -0.60747 0.95535 0.1 -3.0 2.0 -0.0825
C -1.78869 -0.09114 0.12615 -0.1 0.9 -0.1 -0.2993
C -0.46764 -0.55066 -0.16984 -0.4 -0.4 0.1 -0.0701
C 0.05191 0.22638 -1.16108 0.4 -0.3 0.1 -0.1509
N -0.83963 1.22589 -1.47015 0.0 -1.5 1.1 0.0142
C -1.97052 1.00831 -0.66100 0.6 1.4 -2.1 -0.0921
H -2.92066 -0.54403 2.05593 0.4 1.8 -0.1 0.0721
H -3.87635 -0.39637 0.57691 -0.4 0.3 -0.2 0.0641
H -2.85018 -1.71776 1.14854 0.0 0.3 -1.6 0.0860
H 0.03344 -1.42687 0.21257 -0.1 0.0 0.1 0.0979
H 1.00149 -0.01215 -1.62802 -0.2 0.7 -0.2 0.1081
H -0.75998 1.86266 -2.24057 -0.1 0.1 0.1 0.1351
H -2.78172 1.66947 -0.95861 -0.3 -0.4 0.8 0.1173
O 5.96903 -0.76559 1.59671 0.1 -0.3 -0.1 -0.0645
H 6.39457 -1.63242 1.52048 -0.2 0.3 0.1 0.0364
H 6.21224 -0.44213 2.46756 0.0 0.0 0.1 0.0280
```
Forces are in eV/Å.


Formula: C5H9NO
Source: OMol25
Level of theory: ωB97M-V/def2-TZVPD

max |F|: 1.26 eV/A
frontier orbital gap: 0.376 Ha
charge: 0
ΔE to the lowest compared entry with this formula, charge and spin: 4.217 eV
lowest unoccupied orbital energy: 0.028 Ha

Geometry as XYZ:
```
16
Properties=species:S:1:pos:R:3:forces:R:3:lowdin_charge:R:1
C -1.10764 -1.09528 -1.16587 -0.1 0.0 0.2 -0.0557
C 0.19747 -0.62725 -0.55154 -0.3 -0.2 0.2 -0.3009
N 0.53330 0.79651 -0.93175 -0.9 0.6 0.7 0.0482
C -0.47070 1.20631 0.40195 0.3 0.2 -1.0 -0.0182
C 0.38390 0.09376 0.83221 -0.1 -0.1 0.6 -0.5019
O 0.20841 -0.27365 2.17450 0.6 -1.0 -0.1 0.0229
C 1.59993 0.74466 0.13343 0.1 0.1 0.5 -0.1067
H -0.92874 -1.45788 -2.18465 0.1 0.0 0.2 0.0807
H -1.56686 -1.90758 -0.59896 0.0 0.0 0.0 0.0768
H -1.81227 -0.26700 -1.25180 0.0 -0.2 0.1 0.0671
H 0.99787 -1.35565 -0.76280 -0.1 0.5 -0.1 0.1369
H -1.55248 0.97361 0.41133 0.5 0.3 -0.8 0.1071
H -0.28438 2.14120 0.95938 0.2 -0.1 -0.9 0.1162
H -0.59397 -0.81205 2.21321 0.2 0.1 0.1 0.1002
H 2.45879 0.08975 -0.07673 -0.4 0.2 -0.2 0.1145
H 1.93737 1.75052 0.39808 -0.1 -0.2 0.4 0.1126
```
Forces are in eV/Å.


Formula: C5H9NO
Source: OMol25
Level of theory: ωB97M-V/def2-TZVPD

max |F|: 1.78 eV/A
frontier orbital gap: 0.323 Ha
charge: 0
ΔE to the lowest compared entry with this formula, charge and spin: 2.674 eV
lowest unoccupied orbital energy: 0.035 Ha

Geometry as XYZ:
```
16
Properties=species:S:1:pos:R:3:forces:R:3:lowdin_charge:R:1
C -0.35678 -1.19449 1.28474 0.1 0.1 0.3 -0.0907
C 1.07432 -0.83844 -1.58568 -0.2 -0.1 -0.1 -0.0176
C 0.17143 0.05921 -0.81902 0.1 0.8 0.1 -0.3263
C -0.97689 1.26704 0.37478 0.0 -1.8 -0.3 -0.3139
C -0.08815 1.38982 -0.82271 0.3 -0.2 -0.1 0.0003
O -0.57563 1.76988 1.58934 0.1 0.1 0.4 0.0044
N -0.69857 -0.30158 0.20904 -0.7 1.1 0.0 -0.0794
H 0.38251 1.66771 1.66364 0.0 0.1 -0.1 0.1053
H -2.03679 1.50594 0.26018 0.1 -0.2 0.0 0.1451
H 0.03810 2.18337 -1.53168 0.2 0.2 -0.1 0.0862
H -0.54552 -2.22436 0.98059 0.0 -0.1 0.0 0.0773
H 0.68773 -1.11727 1.61853 0.0 0.0 0.0 0.0820
H -0.99333 -0.97983 2.14546 0.0 0.0 -0.1 0.0854
H 0.87856 -0.73717 -2.65279 0.0 0.0 0.0 0.0827
H 0.92167 -1.87709 -1.30114 0.0 -0.1 0.0 0.0748
H 2.11732 -0.57274 -1.41330 0.0 0.0 0.0 0.0843
```
Forces are in eV/Å.


Formula: C5H9NO
Source: OMol25
Level of theory: ωB97M-V/def2-TZVPD

max |F|: 0.48 eV/A
frontier orbital gap: 0.384 Ha
charge: 0
ΔE to the lowest compared entry with this formula, charge and spin: 0.792 eV
SMILES string: CC1(C)CNC1=O
lowest unoccupied orbital energy: 0.031 Ha

Geometry as XYZ:
```
16
Properties=species:S:1:pos:R:3:forces:R:3:lowdin_charge:R:1
C 0.60187 -1.54997 0.18951 0.1 -0.1 0.0 -0.0360
C -0.03547 -0.17842 0.06890 0.0 -0.1 0.1 -0.4447
C -1.15337 0.01512 1.09401 -0.2 0.1 0.0 -0.0322
C 0.91791 1.04346 -0.01841 0.2 0.1 0.2 -0.1101
N 0.20585 1.43960 -1.22735 -0.1 0.0 -0.3 0.0987
C -0.48890 0.26156 -1.34363 -0.3 -0.1 -0.2 -0.4568
O -1.17668 -0.20604 -2.21759 0.2 0.2 0.4 0.0858
H -0.14195 -2.32443 -0.02278 0.1 0.1 0.0 0.0887
H 0.96962 -1.70306 1.21093 0.0 0.0 -0.1 0.0875
H 1.43867 -1.68886 -0.50255 -0.1 0.1 0.1 0.0860
H -1.71834 -0.90938 1.22665 0.0 0.0 0.0 0.0837
H -1.85996 0.78361 0.76934 0.1 0.0 0.1 0.0912
H -0.75710 0.31663 2.07023 0.0 -0.1 -0.1 0.0848
H 0.86328 1.76590 0.80066 0.0 -0.1 -0.1 0.1147
H 1.95752 0.75057 -0.20926 -0.1 0.1 0.1 0.1163
H 0.37705 2.18371 -1.88863 0.0 -0.2 0.0 0.1424
```
Forces are in eV/Å.


Formula: C5H9NO
Source: OMol25
Level of theory: ωB97M-V/def2-TZVPD

max |F|: 1.88 eV/A
frontier orbital gap (alpha / beta): 0.301 / 0.316 Ha
charge: 0
ΔE to the lowest compared entry with this formula, charge and spin: 4.222 eV
lowest unoccupied orbital energy (alpha / beta): -0.022 / 0.001 Ha

Geometry as XYZ:
```
16
Properties=species:S:1:pos:R:3:forces:R:3:lowdin_charge:R:1
C 0.53355 -0.78659 1.57520 0.7 0.3 -0.2 -0.2841
C -1.55020 1.03157 -1.11410 0.0 -0.1 0.0 -0.0203
C 1.38385 0.52583 -0.46097 0.2 -0.3 -0.4 -0.0465
N 0.08336 -2.04702 1.13531 0.0 -0.3 -0.7 0.1299
C -1.12897 -0.09546 -0.17794 -1.7 -0.7 -0.1 -0.4318
C 0.25687 -0.17702 0.22339 0.0 -0.2 1.2 -0.1952
O -1.98192 -0.90026 0.21032 0.5 1.3 -0.5 0.0455
H 0.71431 -2.44104 0.43429 0.4 0.1 0.3 0.0590
H -0.02549 -0.36795 2.41529 -0.1 -0.2 -0.1 0.1220
H 1.61750 -0.75735 1.76240 -0.1 0.3 0.2 0.1180
H -1.15553 1.99940 -0.80296 0.0 0.0 -0.1 0.0804
H -2.63839 1.06822 -1.14452 0.1 0.0 0.1 0.0822
H -1.20138 0.81419 -2.12731 0.1 0.1 0.0 0.0866
H 2.09672 -0.18999 -0.88896 0.0 0.1 0.0 0.0931
H 1.05106 1.16588 -1.27848 -0.1 -0.2 0.0 0.0711
H 1.94467 1.15759 0.23904 -0.1 -0.2 0.0 0.0899
```
Forces are in eV/Å.


Formula: C5H9NO
Source: OMol25
Level of theory: ωB97M-V/def2-TZVPD

max |F|: 0.39 eV/A
frontier orbital gap: 0.378 Ha
charge: 0
ΔE to the lowest compared entry with this formula, charge and spin: 0.937 eV
SMILES string: C[C@H]1CN(C)C1=O
lowest unoccupied orbital energy: 0.033 Ha

Geometry as XYZ:
```
16
Properties=species:S:1:pos:R:3:forces:R:3:lowdin_charge:R:1
C 2.21647 -0.28565 0.21447 0.0 0.0 0.0 -0.0610
C 1.02322 0.50008 -0.29918 0.1 0.0 0.0 -0.2361
C -0.09645 -0.26653 -1.05336 0.0 -0.1 -0.2 -0.0974
N -1.03594 0.23949 -0.05639 0.0 0.0 0.2 -0.0938
C -2.37414 -0.15402 0.29784 -0.1 0.0 0.0 -0.0322
C -0.07524 0.81102 0.73122 0.0 0.1 0.2 -0.4472
O -0.12889 1.30040 1.83519 0.0 -0.1 -0.4 0.0823
H 1.89830 -1.19021 0.74513 0.0 0.1 -0.1 0.0853
H 2.79727 0.32439 0.91314 -0.1 -0.1 -0.1 0.0827
H 2.87422 -0.58487 -0.60834 -0.1 0.0 0.1 0.0773
H 1.34167 1.40245 -0.83100 -0.1 -0.1 0.1 0.1429
H -0.30220 0.04735 -2.08247 0.0 0.0 0.2 0.1141
H 0.01604 -1.35884 -1.01656 0.0 0.2 0.0 0.1203
H -2.44266 -0.16959 1.38929 -0.1 0.0 -0.1 0.0915
H -3.12645 0.54083 -0.09020 0.1 -0.1 0.0 0.0841
H -2.58524 -1.15631 -0.08880 0.0 0.1 0.1 0.0873
```
Forces are in eV/Å.


Formula: C5H9NO
Source: OMol25
Level of theory: ωB97M-V/def2-TZVPD

max |F|: 0.30 eV/A
frontier orbital gap (alpha / beta): 0.303 / 0.303 Ha
charge: 0
ΔE to the lowest compared entry with this formula, charge and spin: 5.109 eV
lowest unoccupied orbital energy (alpha / beta): 0.033 / 0.033 Ha

Geometry as XYZ:
```
16
Properties=species:S:1:pos:R:3:forces:R:3:lowdin_charge:R:1
C -1.68771 -1.01281 0.29434 0.0 0.0 0.0 -0.0721
C -1.17448 0.35687 0.59702 -0.2 -0.1 0.0 -0.1678
N -0.11448 0.57218 1.39653 -0.1 -0.1 0.0 -0.0502
C 0.63847 1.33929 0.54020 0.2 0.2 0.0 -0.1233
C 1.28142 0.80497 -0.68425 0.1 0.2 0.2 -0.3000
C 1.48682 -0.61873 -0.98805 0.2 -0.2 0.1 -0.1333
O 0.53980 0.14626 -1.72012 -0.2 0.1 -0.1 -0.0670
H -1.25763 -1.39722 -0.63874 -0.1 0.0 0.1 0.0722
H -2.77691 -1.00847 0.18661 0.2 0.0 0.0 0.0745
H -1.40829 -1.70548 1.10003 0.0 0.1 -0.1 0.0804
H -1.74350 1.22782 0.29207 0.2 -0.1 0.0 0.1111
H 0.15262 0.03340 2.21691 0.0 0.1 -0.1 0.1448
H 1.03299 2.28739 0.90507 0.0 -0.1 -0.1 0.0944
H 2.02362 1.50194 -1.07854 -0.1 -0.1 0.0 0.1317
H 2.35508 -0.96190 -1.55354 -0.1 0.1 0.1 0.1059
H 1.06644 -1.35894 -0.30330 0.0 0.1 -0.1 0.0988
```
Forces are in eV/Å.


Formula: C5H9NO
Source: OMol25
Level of theory: ωB97M-V/def2-TZVPD

max |F|: 0.59 eV/A
frontier orbital gap: 0.290 Ha
charge: 0
ΔE to the lowest compared entry with this formula, charge and spin: 6.243 eV
lowest unoccupied orbital energy: -0.028 Ha

Geometry as XYZ:
```
16
Properties=species:S:1:pos:R:3:forces:R:3:lowdin_charge:R:1
C -1.39295 -1.18313 -0.16071 0.0 0.0 0.0 -0.0744
C -0.45886 -0.08988 -0.66193 0.0 0.0 0.0 -0.3774
C -0.93847 1.34755 -0.40616 -0.3 0.0 0.0 -0.0680
C 1.56741 1.20976 -0.15795 0.1 -0.4 0.1 0.2358
C 0.89927 -0.07644 0.00390 0.2 -0.1 0.1 -0.4387
N 1.38005 -1.10424 0.59623 -0.5 0.2 -0.2 0.0374
O 2.59957 -0.78366 1.20223 0.3 -0.1 0.1 -0.0734
H -2.37239 -1.10606 -0.64638 0.2 0.0 0.0 0.0801
H -1.53839 -1.10361 0.92166 0.0 0.0 -0.1 0.0818
H -0.98171 -2.17557 -0.36743 -0.1 0.2 0.0 0.0767
H -0.30510 -0.20559 -1.74315 0.1 0.0 0.2 0.1459
H -1.69844 1.70789 -1.10736 0.1 -0.1 0.1 0.0926
H -1.29569 1.47685 0.62151 0.1 0.0 -0.2 0.0976
H 1.76415 1.68441 0.82122 -0.2 -0.1 -0.1 0.0429
H -0.05803 2.00774 -0.56923 0.0 0.2 0.0 0.0487
H 2.82956 -1.60604 1.65355 0.0 0.2 -0.1 0.0924
```
Forces are in eV/Å.


ΔE to the lowest compared entry with this formula, charge and spin of number 7 (C5H9NO)? 2.674 eV


What is the charge in the eleventh record? 0


Number 10 is which compound? C5H9NO